(1)
Density functional theory data (ωB97M-V/def2-TZVPD) for a molecular structure, C11H11CoNO2.

```
26
Properties=species:S:1:pos:R:3:mulliken_charge:R:1
Co -0.93 -0.33 0.86 -0.0213
O -1.89 -1.37 -0.37 -0.6531
O -4.21 -1.70 -0.16 -0.5932
N -1.94 1.01 0.63 -0.5352
C -3.18 0.37 0.54 0.2717
C -0.06 3.86 1.90 -0.4881
C -0.32 2.64 1.28 -0.4797
C -2.37 4.03 2.63 -0.7702
C -2.72 2.85 1.92 0.9681
C -1.66 2.21 1.23 0.8909
C -3.96 2.17 1.96 -0.4729
C 2.69 -0.92 -1.17 -0.9371
C -3.17 -1.04 -0.09 0.7362
C -4.20 0.95 1.26 -0.4939
C -1.10 4.57 2.55 -0.6401
H 3.63 -0.93 -0.54 0.2814
H 0.52 2.02 0.95 0.3418
H 3.26 -0.68 -2.09 0.3259
H -3.14 4.49 3.22 0.3619
H -5.17 0.42 1.32 0.4322
H -0.40 0.14 2.21 0.0432
H 0.95 4.27 1.90 0.3654
H 2.54 -1.95 -1.25 0.3064
H -4.79 2.61 2.56 0.3565
H 1.67 -0.61 -0.62 0.0278
H -0.89 5.55 2.99 0.3755
```

## Properties
Frontier orbital gap (alpha / beta): 6.99 / 8.17 eV
E_LUMO (alpha / beta): -1.3 / -1.4 eV
2S+1: 4
<S²>: 3.77

(2)
Density functional theory data (ωB97M-V/def2-TZVPD) for 2 unconnected molecules or ions with the total composition C11H11N.

```
23
Properties=species:S:1:pos:R:3:mulliken_charge:R:1
N 3.31 0.43 -0.98 -0.5862
C 1.52 -1.18 -0.28 0.2411
C -3.43 1.03 -0.27 -0.4214
C 1.36 -0.57 0.91 -0.4924
C -2.11 1.42 -0.33 -0.5892
C 3.33 0.84 0.38 -0.1939
C 2.53 -0.63 -1.14 -0.1882
C -1.34 -0.79 0.21 -0.0302
C 2.38 0.48 1.32 -0.4880
C -2.67 -1.20 0.21 -0.8183
C -3.70 -0.30 0.00 -0.2379
C -1.08 0.55 -0.08 0.3731
H -1.96 2.51 -0.49 0.2865
H -4.31 1.65 -0.55 0.3203
H 0.63 -1.13 1.57 0.4108
H 1.04 -2.14 -0.74 0.2228
H 2.59 -0.91 -2.22 0.3519
H -0.51 -1.41 0.37 0.3180
H 2.21 0.97 2.30 0.3329
H 4.16 1.51 0.56 0.4086
H -2.97 -2.26 0.35 0.2967
H -0.03 0.93 0.02 0.1895
H -4.74 -0.69 0.12 0.2935
```

## Properties
Frontier orbital gap: 10.00 eV
E_LUMO: 0.6 eV
SMILES string: c1ccccc1.c1ccncc1

(3)
Density functional theory data (ωB97M-V/def2-TZVPD) for 2 unconnected molecules or ions with the total composition C11H11N6O7.

```
35
Properties=species:S:1:pos:R:3:mulliken_charge:R:1
O 1.76 5.22 0.63 -0.6135
O -1.92 -2.07 0.36 -0.3078
O 1.95 -0.63 1.39 -0.7391
O 3.18 -0.51 -1.30 -0.6415
O -1.00 -0.06 0.92 -0.6817
O -0.24 5.50 -0.25 -0.5495
O 4.20 0.99 -0.07 -0.6577
N -2.32 1.98 -1.57 -0.4542
N 0.73 4.78 0.06 0.9267
N -1.46 1.04 -1.86 -0.6724
N -1.73 3.04 -0.96 -0.3837
N -0.24 1.49 -1.43 0.6744
N 3.21 0.58 -0.68 1.2188
C -0.85 -1.24 0.61 0.6257
C 1.89 2.62 -0.11 -0.4600
C -4.18 -2.64 0.67 -1.2705
C 0.73 3.36 -0.27 -0.3940
C 2.60 -2.89 0.85 -1.1792
C 0.91 0.77 -1.36 0.0476
C 1.63 -1.74 0.93 1.0152
C -0.42 2.75 -0.88 0.7474
C -3.23 -1.48 0.53 -0.0790
C 0.35 -2.02 0.40 -0.7437
C 1.98 1.33 -0.68 -0.1344
H 0.21 -2.96 -0.14 0.1921
H -3.93 -3.21 1.57 0.3017
H 3.29 -2.71 0.02 0.1968
H 2.09 -3.84 0.67 0.3489
H -3.45 -0.89 -0.37 0.2096
H 0.91 -0.21 -1.82 0.6005
H -5.21 -2.31 0.74 0.3985
H 3.18 -2.94 1.77 0.3062
H 2.75 3.05 0.39 0.5682
H -3.25 -0.85 1.44 0.2894
H -4.06 -3.30 -0.20 0.2941
```

## Properties
Frontier orbital gap: 5.10 eV
Charge: -1
E_LUMO: 1.0 eV

no.,strongest force on any atom (eV/Å),energy (a.u.)
1,6.1,-2013.63750
2,3.9,-480.43129
3,2.8,-1280.81435